No. 1
70
Properties=species:S:1:pos:R:3:forces:R:3 method="wB97M-V/def2-TZVPD" relative_energy_ev=0.000 multiplicity=6 charge=0 s_squared=8.790
Ir 0.9613 -0.5934 1.2823 0.03 -0.11 0.20
S -0.8004 -0.5370 2.9636 0.07 0.00 0.07
S -2.7424 -2.6329 3.6025 0.04 -0.03 0.06
S -3.7885 -5.3932 3.8335 -0.01 0.01 -0.01
S -1.1082 -4.8342 2.6898 0.01 0.00 0.01
S 1.1412 -3.1186 1.8526 -0.04 0.01 0.00
P -0.8135 -0.4423 -1.3829 0.07 -0.01 -0.04
F 0.4462 4.0316 1.5918 -0.06 0.03 0.06
F 0.1382 2.4440 3.2302 -0.12 -0.01 0.04
F 0.2420 1.8114 1.0257 -0.01 0.05 -0.09
F -1.5894 2.9663 1.7914 0.07 -0.05 0.00
N 0.4574 -0.8750 -0.5061 -0.06 0.10 -0.14
C 3.9777 -1.4389 0.2022 0.00 0.01 -0.01
C -1.5792 -1.0031 -3.9939 -0.01 0.01 0.00
C -2.3863 -0.7545 -0.5756 -0.01 -0.01 0.00
C -4.6629 -1.3757 0.8839 -0.01 0.01 -0.03
C -0.6971 1.2951 -1.8215 0.04 0.01 0.02
C -2.6120 -4.3539 3.4073 -0.01 0.00 -0.01
C -1.5761 -1.7569 -5.1556 0.01 -0.01 0.00
C -0.4025 -3.2551 2.5028 -0.01 0.02 -0.01
C 3.4446 1.0270 0.3110 0.00 -0.03 -0.01
C -3.9355 -0.2333 1.1888 -0.02 0.01 -0.03
C 3.1509 2.1864 1.0099 0.00 0.03 0.00
C -1.2023 -2.1861 2.9555 -0.01 -0.01 -0.02
C -0.0078 -2.5375 -2.9945 0.00 -0.02 0.01
C 2.8320 0.8820 3.0352 -0.01 -0.01 -0.01
C -0.0083 -3.2904 -4.1609 0.00 0.00 0.01
C 3.0840 3.5094 0.3095 0.05 0.00 -0.05
C 2.4957 0.7914 4.4953 0.00 0.01 0.00
C -1.5931 3.5035 -2.1220 0.00 -0.01 0.01
C -2.7930 0.0788 0.4673 -0.02 0.02 0.03
C 3.4458 -0.2313 0.9317 0.09 0.05 0.00
C -0.7959 -1.3951 -2.9105 -0.03 0.00 0.00
C 2.8545 2.0964 2.3736 0.07 0.03 0.00
C 0.5738 1.7674 -2.1502 0.00 0.01 -0.02
C -0.3300 3.9711 -2.4459 0.01 -0.01 0.00
C -1.7816 2.1637 -1.8125 -0.03 0.00 -0.02
C -4.2538 -2.2124 -0.1465 -0.02 0.00 0.01
C 3.1242 -0.2922 2.3068 -0.04 0.01 0.00
C -3.1171 -1.9039 -0.8775 0.02 -0.01 0.02
C 0.7539 3.1011 -2.4675 -0.03 0.00 -0.02
C -0.7912 -2.9010 -5.2375 -0.01 0.01 0.00
B -0.2063 2.8566 1.9388 -0.17 -0.08 -0.02
H 3.7408 3.5303 -0.5609 0.02 -0.01 -0.01
H 2.0573 3.6926 -0.0145 0.07 -0.01 0.03
H -5.5501 -1.6191 1.4548 0.00 0.00 0.00
H -2.1813 -1.4516 -5.9990 0.00 0.00 0.00
H 4.9717 -1.6902 0.5775 0.01 0.01 -0.01
H 3.2454 -1.2289 2.8411 -0.01 -0.01 -0.01
H 3.6858 1.0856 -0.7451 0.01 0.00 0.01
H -2.1848 -0.1060 -3.9318 0.01 0.00 0.00
H -2.2247 0.9625 0.7339 0.03 0.04 -0.03
H 0.6032 -2.8249 -2.1474 0.00 0.00 0.00
H -2.4344 4.1826 -2.0898 0.01 0.00 0.00
H -2.7690 1.8112 -1.5459 0.01 -0.01 0.00
H -0.1848 5.0194 -2.6723 0.00 0.00 0.00
H -0.7885 -3.4874 -6.1472 0.00 0.00 0.00
H 3.3563 4.3232 0.9802 0.00 0.00 -0.01
H 1.6105 0.1707 4.6457 0.00 0.00 0.00
H 3.3436 -2.3153 0.3286 0.01 -0.01 0.03
H 1.7408 3.4686 -2.7171 -0.01 0.00 0.01
H 0.6047 -4.1797 -4.2277 0.00 0.00 0.00
H 4.0596 -1.2352 -0.8646 -0.02 -0.01 0.00
H -2.7970 -2.5597 -1.6777 0.00 0.01 -0.01
H 2.2809 1.7757 4.9047 0.00 0.00 -0.01
H 2.5876 2.9964 2.9134 0.04 -0.02 -0.02
H -4.2424 0.4170 1.9977 -0.01 0.00 0.00
H -4.8179 -3.1062 -0.3790 0.00 0.00 0.00
H 3.3190 0.3438 5.0558 0.00 0.00 0.00
H 1.4186 1.0891 -2.1351 -0.01 0.00 0.01



No. 2
70
Properties=species:S:1:pos:R:3:forces:R:3 method="wB97M-V/def2-TZVPD" relative_energy_ev=2.804 multiplicity=2 charge=+1 s_squared=0.769
Te -0.5175 -1.2672 2.6025 -0.27 0.06 0.36
Ru 0.1090 0.9154 0.2629 0.57 -0.01 -1.98
Cl -4.3012 -2.6348 -1.3516 -0.08 -0.07 0.01
Cl -5.2306 2.5781 -0.3431 -0.05 0.02 -0.01
Cl -6.2929 -0.2650 -1.1359 0.01 0.04 0.05
Cl -2.1757 2.9676 0.2188 0.15 0.06 0.10
Cl -1.3044 -2.2201 -0.8365 0.13 0.22 0.26
S 1.9286 -0.6495 0.1727 -0.58 0.53 -0.09
S 1.7840 2.4889 -0.4910 -0.22 -0.17 0.65
P -0.0342 0.7465 -2.2532 -0.24 1.10 0.78
N -1.4041 0.6161 -4.6780 0.15 -0.13 0.10
N -0.6715 2.8390 -4.0610 0.04 -0.10 0.08
N 0.9512 1.1869 -4.8006 -0.14 -0.01 0.11
C -0.7772 -1.8138 6.9198 0.03 0.00 0.00
C -1.4415 2.9323 3.3215 0.03 0.10 0.08
C -1.3894 0.0247 -3.3308 0.28 -0.12 -0.02
C 5.7174 1.8874 0.1724 -0.04 0.08 -0.04
C -2.3937 -0.9009 -0.5362 -0.10 0.20 -0.03
C -1.5359 1.6015 3.0038 0.13 0.07 0.11
C 5.7707 0.5322 0.4780 -0.11 -0.17 0.03
C -1.7758 1.9863 -4.6890 0.15 -0.17 0.06
C 1.3587 0.6834 -3.4758 -0.02 -0.29 0.05
C 0.8669 1.5280 2.6350 -0.37 -0.12 -0.04
C -2.8225 1.3836 -0.1126 0.05 -0.02 -0.02
C 3.3740 0.3712 0.1889 0.07 -0.59 0.06
C -0.3765 0.8706 2.6630 0.05 -0.18 -0.31
C -4.6387 -0.0347 -0.7465 -0.13 0.00 -0.03
C -0.1405 0.4051 -5.3922 0.02 0.12 0.31
C -0.2003 3.5896 3.2698 -0.14 0.07 0.09
C -3.7452 -1.1026 -0.8265 0.17 -0.03 0.01
C 0.6364 2.5783 -4.8159 0.04 -0.34 0.08
C -4.1723 1.2294 -0.3964 -0.07 0.10 -0.02
C 0.5345 -1.6721 7.3557 0.00 0.00 -0.06
C -1.9044 0.3518 -0.1421 0.37 -0.77 0.13
C 1.5463 -1.3898 6.4433 -0.06 0.00 0.00
C -0.5065 2.5211 -2.6002 -0.17 -0.13 -0.26
C -1.0826 -1.6786 5.5689 0.01 0.03 0.11
C 4.6042 -0.2182 0.4881 0.12 -0.15 0.03
C 4.4955 2.4730 -0.1160 -0.04 0.14 -0.03
C 1.2488 -1.2610 5.0921 -0.01 -0.01 0.17
C 0.9362 2.9021 2.9283 0.13 -0.04 0.04
C -0.0669 -1.4010 4.6621 0.09 -0.13 -0.10
C 3.3227 1.7132 -0.1017 0.17 0.65 -0.24
H 0.7721 -1.7905 8.4073 -0.03 0.03 -0.09
H 2.0391 -1.0576 4.3795 -0.01 -0.04 0.01
H 4.6325 -1.2792 0.7235 0.03 0.13 0.00
H -1.2427 -1.0502 -3.4168 -0.04 -0.05 -0.04
H -2.3330 3.4789 3.6072 0.06 0.00 -0.01
H -1.4378 2.7505 -2.0926 -0.12 0.02 -0.11
H -0.1373 4.6423 3.5241 -0.02 -0.09 -0.02
H 1.8982 3.3993 2.9246 -0.03 -0.03 -0.06
H 6.6231 2.4848 0.1641 -0.11 -0.05 0.01
H -0.2649 0.6911 -6.4362 -0.01 0.07 -0.02
H -2.6821 2.1547 -4.1115 -0.04 0.04 0.05
H 0.1187 -0.6511 -5.3483 -0.01 0.01 -0.02
H -2.4920 1.0971 3.0429 -0.02 -0.04 -0.01
H -2.1065 -1.7842 5.2274 0.08 -0.01 0.03
H 1.7780 0.9610 2.5133 0.11 -0.08 -0.11
H -1.5664 -2.0333 7.6303 0.06 0.02 -0.05
H 2.5704 -1.2838 6.7816 -0.06 0.00 -0.01
H 1.6998 -0.3463 -3.5716 0.04 -0.05 -0.05
H -2.3512 0.1864 -2.8495 -0.08 0.04 0.01
H -1.9079 2.3468 -5.7068 0.02 0.03 -0.09
H 6.7170 0.0592 0.7172 -0.09 0.04 -0.03
H 1.4137 3.1644 -4.3326 0.02 0.05 0.08
H -0.9216 3.8226 -4.1579 0.01 0.07 0.02
H 4.4329 3.5328 -0.3519 0.03 -0.13 0.05
H 0.2733 3.1612 -2.2021 0.07 0.12 -0.05
H 0.4823 2.9285 -5.8342 -0.04 0.00 -0.08
H 2.1864 1.2660 -3.0774 0.04 0.07 0.02



No. 3
79
Properties=species:S:1:pos:R:3:forces:R:3 method="wB97M-V/def2-TZVPD" relative_energy_ev=6.331 multiplicity=8 charge=-2 s_squared=15.842
Gd 0.6210 0.3314 1.2794 0.29 0.17 0.45
Cl 0.2628 -1.9749 -1.6798 -0.87 0.73 2.71
S -1.5115 -3.7475 5.0909 3.89 -0.24 -0.65
F -5.9126 -1.7745 -1.4826 0.79 0.88 0.24
O 0.3291 2.4237 0.4142 -0.17 0.47 -1.21
O -1.1480 -2.2355 -1.4606 0.80 0.79 -0.35
O -1.5890 0.4591 0.1937 -0.12 0.65 -0.32
O 2.8905 1.4711 4.4708 0.45 -0.42 0.30
O -0.1800 -1.5489 2.3578 -0.77 -1.52 1.22
O 0.9726 -3.1840 -1.4314 0.73 -0.16 -0.01
O 3.5488 1.9480 0.1498 1.45 -1.25 0.24
O 2.6009 -0.5546 1.3845 0.93 -0.15 0.86
O 1.8566 1.9876 2.5963 -1.98 -0.35 -0.56
O 4.1486 -1.6738 2.5806 -0.26 1.87 -0.72
O -2.9108 -3.9555 5.1995 -1.48 0.13 0.30
O 0.7430 -0.9205 -0.6408 -0.78 -1.89 -2.68
O -0.6735 -3.9795 6.2780 -1.29 0.41 -1.11
O 0.4409 3.8323 -1.3555 0.43 0.06 0.69
O 0.5249 -1.4790 -2.9867 0.05 0.48 -0.36
O -0.6258 1.3008 3.0681 2.16 1.85 0.57
N -1.0966 -2.2990 4.3672 -0.27 -1.32 -0.75
N -2.4885 2.1993 -3.4210 0.24 -0.86 0.50
C -5.0475 -0.7982 -1.9009 0.16 0.33 -0.07
C 4.7088 0.9783 0.2496 -0.01 2.17 1.72
C -0.3182 -3.9393 2.7994 -0.77 -0.22 0.28
C -2.8803 1.3903 -5.7149 0.19 0.04 0.64
C 0.5253 -5.7750 1.5917 0.15 -0.01 -0.60
C -0.0770 -6.6427 2.5085 0.53 -0.61 -0.70
C -2.5278 2.6559 -4.8166 -0.56 -1.24 -1.46
C -1.2000 2.2576 -1.4220 -0.01 -1.02 0.72
C -1.2263 3.3066 -5.3647 -1.30 0.70 1.01
C 4.1507 1.8698 2.4619 0.28 0.16 -0.28
C 2.8842 1.6903 3.2649 0.44 0.87 1.14
C -0.6861 -6.2206 3.6637 -1.09 2.25 -0.29
C 3.9011 2.8026 1.2522 0.43 0.34 -0.39
C -1.9435 1.1234 -0.8246 -1.50 -0.16 -0.51
C -0.5524 -2.4867 3.1426 0.10 0.79 0.80
C -3.1833 0.7957 -1.5087 -0.14 -0.83 -1.01
C -4.1596 -0.1413 -0.9996 0.66 0.16 0.14
C -1.5050 2.7592 -2.6401 -0.35 -0.09 -0.20
C -0.8397 -4.8210 3.7573 0.68 0.72 0.21
C 4.6774 0.5984 1.7749 -1.53 -2.29 -0.45
C 3.7536 -0.6461 1.9988 -0.22 -1.24 -0.44
C -4.2388 0.4764 -3.7883 1.49 0.80 1.29
C -1.4067 0.7450 4.1107 0.71 -0.08 1.81
C -3.2956 1.1673 -2.9273 -1.34 -0.56 -0.52
C 0.3317 -4.4054 1.6688 0.48 -0.01 0.20
C -5.1034 -0.5208 -3.2579 -0.08 0.35 0.15
C 5.9219 1.9684 0.2414 0.68 0.81 -1.07
C -0.0294 2.8793 -0.7168 0.58 0.83 0.05
C 5.3171 3.2339 0.9174 1.19 0.90 0.14
C -4.1529 0.6617 -5.2634 -0.23 -0.09 -0.76
H 0.2247 1.8867 3.3956 -2.12 -1.92 -0.95
H -0.4361 2.5748 -5.3818 0.40 -0.12 -0.10
H 6.2222 2.2492 -0.7867 -0.28 -0.25 0.25
H -0.9825 3.5934 -3.0955 0.01 -0.43 0.73
H -1.0538 -0.2741 4.4177 -0.21 1.22 -0.26
H 4.9757 2.2825 3.0616 -0.64 -0.17 0.22
H -4.1576 -0.3524 -5.7550 -0.12 0.90 0.41
H -2.4360 0.6140 3.7731 0.01 0.31 -0.04
H -0.9111 4.2166 -4.7811 -0.29 -0.91 -0.86
H -1.5482 3.6048 -6.3637 0.52 0.07 -0.11
H 5.6181 0.2269 2.1527 0.53 0.40 -0.03
H -3.0344 1.6209 -6.7756 0.36 0.47 0.24
H -4.0432 -0.3622 0.0824 -0.36 -0.25 -1.04
H 4.6769 0.1973 -0.5275 -0.23 0.44 0.57
H 5.8541 3.5560 1.8298 -0.13 -0.50 -0.20
H -1.2074 -6.8493 4.3588 0.09 -0.41 0.19
H 5.4358 4.1343 0.3132 -0.50 -0.18 -0.59
H -0.1226 -7.6803 2.2191 0.38 -0.40 0.32
H -5.8598 -0.9714 -3.9122 0.47 -0.03 0.43
H 3.1756 3.6472 1.3516 0.45 -1.11 0.02
H -1.3359 1.4413 5.0120 -0.44 -0.88 -1.03
H -5.0413 1.2124 -5.6551 0.37 -0.33 0.23
H -3.3513 3.3741 -4.9204 0.02 -0.03 0.16
H 6.8888 1.6843 0.7333 -1.11 -0.39 -0.20
H 0.7118 -3.7332 0.8998 -0.02 -0.09 0.31
H 1.1674 -6.1635 0.7823 -0.74 0.05 0.34
H -2.0318 0.6803 -5.6588 -0.25 0.41 0.09